Entry 1:
Computed, not measured: one molecule with the formula C4H7NO at a distorted geometry, with the ωB97M-V functional and the def2-TZVPD basis.

Each line ends with the Löwdin charge.
Cartesian coordinates (Å):
C: -1.68284 -0.27176 -0.02985  -0.133
N: -1.17175 1.13679 0.35680  0.051
C: -0.50056 0.32541 -0.63181  -0.324
C: 0.79749 -0.38748 -0.43132  -0.273
C: 1.89112 0.16684 0.35690  -0.100
O: 1.04355 -0.84873 0.88675  -0.044
H: -1.39180 -1.10222 0.62595  0.115
H: -2.64847 -0.30139 -0.49353  0.095
H: -1.33901 0.67353 1.26125  0.090
H: -0.68352 0.66980 -1.64992  0.146
H: 1.00963 -1.12193 -1.21150  0.148
H: 2.91491 -0.14074 0.14865  0.111
H: 1.75826 1.14858 0.80712  0.118

Force components x, y, z for each atom (eV/Å):
C -0.3 -0.7 -1.1
N -1.4 -0.8 0.4
C -0.1 -0.5 -0.2
C 0.0 0.0 -0.2
C 0.2 0.2 0.0
O 0.0 -0.1 0.2
H -0.6 0.4 0.2
H -0.2 -0.2 -0.4
H 2.1 1.3 0.9
H 0.3 0.4 0.3
H 0.1 0.1 0.1
H -0.2 0.0 0.1
H 0.0 -0.1 0.0

Results
HOMO-LUMO gap	10.900	eV
HOMO	-9.7	eV

Entry 2:
Computed, not measured: C28H36HgN4O2P2 as an isolated structure at a distorted geometry, with the ωB97M-V functional and the def2-TZVPD basis.

Each line ends with the Löwdin charge.
Cartesian coordinates (Å):
Hg: 2.09522 1.01900 -1.54821  0.964
C: 1.06727 -1.63494 5.11917  -0.116
C: 1.29119 -1.46508 3.81260  -0.114
C: 0.39223 -0.80999 2.79853  -0.215
C: 0.40117 0.72661 2.87456  -0.196
C: -0.51936 1.37001 3.85932  -0.116
C: -1.30035 0.79240 4.77741  -0.113
C: -1.33763 -0.64273 5.20596  -0.208
C: -0.05670 -1.11698 5.96377  -0.179
C: 4.13767 0.70468 -1.13554  -0.297
H: 1.80680 -2.21071 5.69721  0.111
H: 2.27389 -1.74188 3.42119  0.090
H: -0.62314 -1.20871 2.86026  0.085
H: 0.76125 -1.11618 1.81874  0.068
H: 1.43109 1.07392 3.09039  0.124
H: 0.13983 1.14303 1.87210  0.072
H: -0.60956 2.46367 3.72445  0.097
H: -2.00107 1.44656 5.32715  0.100
H: -1.58892 -1.34193 4.38751  0.098
H: -2.13901 -0.71097 5.96170  0.100
H: 0.29716 -0.26144 6.56739  0.121
H: -0.34644 -1.93212 6.65723  0.106
H: 4.77349 0.44903 -1.99458  -0.013
H: 3.95958 -0.17817 -0.49193  -0.022
H: 4.58323 1.53663 -0.55570  0.000
P: -0.07011 2.03564 -1.72712  0.922
P: 0.68914 -1.68234 -1.89438  1.058
N: -1.37114 2.74161 -0.80295  -0.238
N: -0.13080 3.07896 -3.09934  -0.256
N: -0.79529 -2.37343 -1.17506  -0.266
N: 0.82692 -3.06294 -3.04538  -0.258
C: -0.97785 0.54162 -2.29822  -0.397
C: -0.14083 -0.51784 -3.04084  -0.432
C: -1.27375 3.47909 0.38220  -0.117
C: -2.54091 3.93942 0.71529  -0.063
C: -3.44384 3.49018 -0.29594  -0.061
C: -2.71493 2.76877 -1.22003  -0.131
C: 0.90789 3.92917 -3.50584  -0.134
C: 0.60580 4.40708 -4.77235  -0.071
C: -0.69248 3.91022 -5.12465  -0.059
C: -1.12898 3.11351 -4.08153  -0.120
C: -0.82853 -3.08985 0.03387  -0.123
C: -2.14787 -3.42198 0.32333  -0.071
C: -2.96239 -2.91072 -0.73582  -0.070
C: -2.11093 -2.29280 -1.64220  -0.187
C: -0.13164 -3.93566 -3.58595  -0.122
C: 0.45412 -4.67765 -4.61012  -0.078
C: 1.81512 -4.24272 -4.71993  -0.094
C: 2.01915 -3.26075 -3.76071  -0.160
H: -1.80728 0.87057 -2.94660  0.069
H: -1.40102 0.14218 -1.35938  0.086
H: -0.77955 -1.04654 -3.75673  0.089
H: 0.65673 -0.02878 -3.62369  0.062
H: -0.31493 3.58694 0.86741  0.107
H: -2.79762 4.53255 1.57666  0.103
H: -4.50909 3.66329 -0.36156  0.105
H: -3.02553 2.24583 -2.10581  0.086
H: 1.77119 4.05605 -2.86074  0.098
H: 1.25246 4.98710 -5.41007  0.100
H: -1.24143 4.09802 -6.03864  0.105
H: -2.03894 2.55482 -3.93651  0.088
H: 0.09535 -3.30448 0.55029  0.107
H: -2.49443 -3.95514 1.19811  0.101
H: -4.03660 -2.96173 -0.81018  0.097
H: -2.33990 -1.78305 -2.56979  0.101
H: -1.13741 -3.98185 -3.20173  0.094
H: -0.03663 -5.43595 -5.20469  0.096
H: 2.54837 -4.60830 -5.42289  0.093
H: 2.89125 -2.67445 -3.51111  0.092
O: 4.25595 -0.66894 4.72835  -0.156
C: 3.98138 0.18454 5.61045  -0.670
O: 2.96479 0.89244 5.84021  -0.150
H: 4.79812 0.31459 6.36168  0.079

Force components x, y, z for each atom (eV/Å):
Hg 1.7 1.1 0.9
C 0.4 -0.2 -0.2
C 0.2 -0.3 0.5
C 0.0 0.2 0.1
C 0.5 0.1 -0.3
C -0.7 0.3 0.0
C -0.1 0.7 -0.3
C -0.1 -0.6 0.8
C -0.6 -0.1 -0.3
C 0.1 -0.7 0.3
H 0.0 0.6 -0.4
H -0.3 -0.1 0.3
H 0.1 0.2 -0.2
H 0.1 0.1 -0.2
H -0.3 -0.2 -0.1
H 0.0 -0.1 0.3
H 0.0 -0.6 0.2
H 0.6 -0.2 -0.2
H 0.0 0.3 0.6
H 0.1 -0.1 -0.4
H 0.1 -0.4 -0.1
H 0.1 0.4 -0.2
H -0.5 0.1 0.3
H 0.8 0.4 -0.1
H -0.6 -0.4 -0.4
P -4.1 1.1 -1.2
P -2.6 -3.3 -1.0
N 0.7 -0.2 0.5
N 0.6 0.0 -0.2
N 0.3 0.4 0.7
N 1.2 0.4 -0.3
C -0.1 0.2 0.1
C -0.2 0.7 -0.1
C -1.0 0.2 0.0
C 1.1 -0.5 -0.5
C 0.9 -0.5 -0.7
C 0.0 0.3 0.8
C -0.2 -0.3 -1.0
C -0.1 -0.5 1.0
C 0.0 -0.6 1.0
C 0.7 0.3 -0.5
C -0.9 0.2 -0.3
C 1.1 0.4 -0.5
C 1.3 0.5 -0.5
C -0.4 -0.1 0.6
C 0.6 -0.1 -0.5
C 0.1 1.2 1.1
C -0.2 0.7 0.7
C -0.8 -0.6 -0.4
H 0.3 -0.3 0.5
H 0.0 0.0 -0.4
H 0.3 0.0 0.1
H -0.2 -0.2 -0.2
H -0.1 0.0 0.1
H 0.1 0.0 0.0
H 0.2 0.0 0.1
H -0.1 0.1 0.1
H -0.1 0.1 -0.3
H 0.0 0.2 0.2
H 0.1 0.0 0.2
H 0.1 0.2 -0.3
H -0.1 0.0 0.1
H 0.2 0.0 -0.1
H 0.1 -0.1 -0.1
H 0.0 -0.2 0.2
H 0.1 0.0 0.1
H 0.0 0.1 0.2
H 0.0 0.0 0.1
H 0.0 -0.1 0.0
O -0.6 0.6 -0.1
C 0.0 -0.1 0.4
O 0.3 -0.6 -0.8
H 0.2 0.1 0.2

Results
HOMO-LUMO gap	3.021	eV
HOMO	-5.7	eV

- Number 1 is which compound?
  C4H7NO

- Number 1 is which compound?
  C4H7NO